# C8H16IN3P

An isolated ion of composition C8H16IN3P and charge +1 (ωB97M-V with the def2-TZVPD basis set, the OMol25 dataset).

Summary:
- HOMO level (eV) = -12.486
- maximum force (eV Å⁻¹) = 5.725
- energy relative to the best compared isomer or geometry (same formula, charge and spin) (kJ/mol) = 0.00
- SMILES = C=P/C=N\[C@H](C)/[N+](=C/C)N(C)CI
- LUMO level (eV) = -3.82
- orbital gap (eV) = 8.66

ORCA input file:
```
! wB97M-V def2-TZVPD RIJCOSX def2/J DEFGRID3
* xyz 1 1
C -1.41459 -3.99328 0.84321
P -0.53255 -2.61822 0.81190
C -0.31550 -2.51111 -1.04874
N 0.34863 -1.66032 -1.71098
C 0.95272 -0.40844 -1.46959
C 2.47779 -0.56336 -1.38743
N 0.46078 0.41515 -0.22125
C 0.84975 0.35345 0.98337
C 0.28705 0.75652 2.20313
N -0.46689 1.34485 -0.58131
C -0.33368 2.64858 0.02753
C -1.70096 1.09299 -1.26007
I -3.36146 0.34039 -0.07292
H -1.71865 -4.70121 0.04357
H -1.85694 -4.48176 1.75192
H -0.62536 -3.39731 -1.53470
H 0.77672 0.22867 -2.26169
H 2.63286 -1.46656 -0.73426
H 3.02044 0.31797 -1.14683
H 2.89049 -1.01899 -2.38211
H 1.59418 -0.39686 1.20409
H 0.14097 -0.19667 2.65164
H -0.71037 1.41715 2.22367
H 0.94831 1.33831 2.87404
H -0.87080 2.70034 0.96487
H -0.68636 3.53997 -0.57134
H 0.72947 2.90362 0.19170
H -1.68095 0.45158 -2.16346
H -2.14887 1.97627 -1.65098
*
```

***

# C30H23N9O8W

C30H23N9O8W as an isolated structure (ωB97M-V with the def2-TZVPD basis set, the OMol25 dataset).

Summary:
- HOMO level (alpha / beta) (eV) = -14.284 / -14.284
- maximum force (eV Å⁻¹) = 0.486
- energy relative to the best compared isomer or geometry (same formula, charge and spin) (kJ/mol) = 157.25
- LUMO level (alpha / beta) (eV) = -6.71 / -6.71
- orbital gap (alpha / beta) (eV) = 7.58 / 7.58

ORCA input file:
```
! wB97M-V def2-TZVPD RIJCOSX def2/J DEFGRID3
* xyz 2 1
W 1.03892 0.47092 -0.12252
N -1.12621 4.24955 0.19970
C -0.62416 3.12839 -0.24918
N 0.06017 2.28158 0.52525
C 0.34411 2.66292 1.83669
N 1.16321 1.90740 2.49597
N 1.39541 0.80663 1.74096
C 2.54498 0.09253 1.53201
C 2.34229 -1.37333 1.54507
C 3.01225 -2.40788 2.15555
C 2.52448 -3.69591 1.94896
C 1.41864 -3.90498 1.13595
C 0.81760 -2.81372 0.52556
N 1.28184 -1.59088 0.74758
C -0.21984 3.88247 2.37742
C -0.02977 4.28554 3.70232
C -0.60735 5.45565 4.14470
C -1.37930 6.23749 3.28030
C -1.57463 5.85680 1.96831
C -0.98721 4.67657 1.53130
H -1.64056 4.83418 -0.44660
H -0.76011 2.88737 -1.28964
H 3.50301 0.56029 1.73768
H 3.86629 -2.22204 2.79269
H 3.00835 -4.53415 2.43204
H 1.02389 -4.89641 0.96908
H -0.02330 -2.90780 -0.14749
H 0.56525 3.66947 4.36185
H -0.46568 5.77132 5.16870
H -1.82903 7.15265 3.63982
H -2.16845 6.46216 1.29523
C 3.05726 2.19306 -3.17235
C 1.69695 1.62371 -2.91979
O 0.94188 1.19922 -3.72896
O 1.30659 1.65501 -1.58340
H 2.96639 2.97071 -3.92978
H 3.68168 1.40614 -3.59853
H 3.52056 2.59955 -2.27844
N 4.25621 -1.55455 -2.26425
C 3.75212 -0.70689 -1.36203
N 2.43356 -0.66619 -1.40110
C 2.04501 -1.57303 -2.40154
C 0.78279 -1.93510 -2.87103
C 0.73738 -2.86863 -3.88263
C 1.90697 -3.43226 -4.42397
C 3.15862 -3.07663 -3.97192
C 3.19611 -2.13500 -2.94801
H 5.23728 -1.73370 -2.41061
H 4.36912 -0.12896 -0.69297
H -0.11928 -1.48432 -2.48418
H -0.22013 -3.16893 -4.28506
H 1.81966 -4.15843 -5.22007
H 4.05788 -3.50558 -4.39169
O -2.17954 1.10006 -1.06912
C -1.94595 0.07343 -0.49268
O -0.68524 -0.39996 -0.32234
C -2.98151 -0.78883 0.13833
C -2.62915 -1.82944 0.98596
C -3.62312 -2.61074 1.53412
C -4.96531 -2.38943 1.29148
C -5.27854 -1.33273 0.45571
C -4.32237 -0.52708 -0.12952
N -6.70848 -1.05348 0.17280
O -7.51649 -1.80689 0.66000
O -6.94303 -0.12173 -0.56387
N -3.21562 -3.73940 2.40166
O -2.01952 -3.95661 2.48833
O -4.08798 -4.35829 2.95310
H -1.60287 -2.03466 1.23729
H -5.73541 -3.00842 1.72921
H -4.61956 0.28020 -0.78341
*
```

***

# C17H23NO3S

C17H23NO3S in the gas phase (ωB97M-V with the def2-TZVPD basis set, the OMol25 dataset).

Summary:
- HOMO level (eV) = -8.650
- maximum force (eV Å⁻¹) = 0.620
- energy relative to the best compared isomer or geometry (same formula, charge and spin) (kJ/mol) = 11.79
- SMILES = CCOC(=O)[C@H]1CCCN(C(=O)CSCc2ccccc2)C1
- LUMO level (eV) = 0.62
- orbital gap (eV) = 9.27

ORCA input file:
```
! wB97M-V def2-TZVPD RIJCOSX def2/J DEFGRID3
* xyz 0 1
C -5.53453 -0.87440 -0.28667
C -4.55826 0.13242 -0.86436
O -3.29242 -0.04742 -0.22215
C -2.27058 0.65725 -0.71101
O -2.36879 1.42418 -1.63218
C -0.98956 0.41154 0.05936
C -0.92364 1.38537 1.24396
C 0.36937 1.15339 2.01989
C 0.48228 -0.31000 2.43978
N 0.36784 -1.18325 1.28819
C 1.42213 -1.93783 0.92100
O 2.47166 -1.94082 1.54009
C 1.25268 -2.86317 -0.27126
S 1.06522 -2.02167 -1.87755
C 2.71004 -1.23102 -2.04629
C 2.77861 0.10196 -1.37580
C 1.99950 1.15354 -1.84848
C 2.06294 2.39804 -1.24919
C 2.90682 2.60377 -0.16927
C 3.67770 1.55829 0.31171
C 3.61282 0.31115 -0.28573
C -0.87836 -1.02721 0.57877
H -6.50483 -0.75385 -0.75907
H -5.63985 -0.72332 0.78429
H -5.17722 -1.88552 -0.46193
H -4.89613 1.16056 -0.69312
H -4.42761 -0.00697 -1.94280
H -0.15392 0.62016 -0.61582
H -0.96556 2.41240 0.87818
H -1.78531 1.21623 1.89494
H 0.39429 1.78652 2.90758
H 1.22236 1.41044 1.39089
H 1.44797 -0.50605 2.90781
H -0.31858 -0.56175 3.14495
H 0.36998 -3.49298 -0.16205
H 2.13918 -3.49633 -0.33027
H 2.84850 -1.13238 -3.12394
H 3.44421 -1.92814 -1.64483
H 1.34179 0.98850 -2.69063
H 1.45172 3.20533 -1.62424
H 2.95976 3.57590 0.29880
H 4.33006 1.71097 1.15864
H 4.20623 -0.50259 0.10291
H -0.94605 -1.72367 -0.25387
H -1.70448 -1.22754 1.27078
*
```

***

# C5H9NO

C5H9NO as an isolated structure (ωB97M-V with the def2-TZVPD basis set, the OMol25 dataset).

Summary:
- HOMO level (eV) = -7.926
- maximum force (eV Å⁻¹) = 1.037
- energy relative to the best compared isomer or geometry (same formula, charge and spin) (kJ/mol) = 518.04
- LUMO level (eV) = 0.21
- orbital gap (eV) = 8.14

ORCA input file:
```
! wB97M-V def2-TZVPD RIJCOSX def2/J DEFGRID3
* xyz 0 1
C -1.83553 0.04406 -0.34971
C -0.48127 -0.41123 0.11493
O -0.23384 -1.72615 0.15316
C 0.67759 0.42745 -0.11578
C 2.05688 -0.14342 0.12191
C 0.49511 1.60524 -0.88757
N 0.33275 2.58526 -1.49369
H -2.00142 1.09577 -0.11156
H -2.62797 -0.55989 0.10005
H -1.85416 -0.07293 -1.43934
H -0.74439 -0.18129 1.70780
H -1.02643 -2.19709 0.45509
H -0.00400 0.39900 1.16050
H 2.79054 0.66495 0.18113
H 2.37008 -0.83588 -0.66825
H 2.08605 -0.69384 1.07133
*
```

***

> The highest energy relative to the best compared isomer or geometry (same formula, charge and spin) belongs to which entry?

C5H9NO

***

> Which value of energy relative to the best compared isomer or geometry (same formula, charge and spin) does entry 2 give?

157.25 kJ/mol

***

> Among the records above, which one has the highest maximum force?

C8H16IN3P

***

> Which value of energy relative to the best compared isomer or geometry (same formula, charge and spin) does entry 2 give?

157.25 kJ/mol